Record 1
{"formula": "C36H56MnN4O4S2SbSi", "method": "ωB97M-V/def2-TZVPD", "symbols": ["Sb", "Mn", "S", "S", "Si", "O", "O", "O", "O", "N", "N", "N", "N", "C", "C", "C", "C", "C", "C", "C", "C", "C", "C", "C", "C", "C", "C", "C", "C", "C", "C", "C", "C", "C", "C", "C", "C", "C", "C", "C", "C", "C", "C", "C", "C", "C", "C", "C", "C", "H", "H", "H", "H", "H", "H", "H", "H", "H", "H", "H", "H", "H", "H", "H", "H", "H", "H", "H", "H", "H", "H", "H", "H", "H", "H", "H", "H", "H", "H", "H", "H", "H", "H", "H", "H", "H", "H", "H", "H", "H", "H", "H", "H", "H", "H", "H", "H", "H", "H", "H", "H", "H", "H", "H", "H"], "xyz": [[-1.8761, -1.2415, 2.9040], [-0.3368, -0.3241, 1.0533], [-1.4993, -1.7052, -0.2735], [1.8211, -1.1775, -0.1078], [1.0684, 1.0170, -2.0676], [1.6971, -0.0175, -3.1190], [0.9066, 0.1211, -0.6050], [-0.4541, 1.5285, -2.1201], [2.0522, 2.2520, -1.7652], [3.1659, -6.5207, -2.7191], [1.8404, 1.6562, 4.0640], [0.7403, 0.8102, 2.3422], [-0.7998, -7.1443, -2.9607], [1.5203, 0.3711, -5.4935], [-2.2717, 2.9951, -1.6639], [-0.3859, -6.1622, -2.5326], [4.2151, 1.2731, -1.1846], [-4.9698, -1.5707, 3.3833], [1.3720, -0.6548, -4.3760], [-2.1441, -4.2075, 3.9381], [2.3949, -1.7677, -4.5613], [1.3173, 4.8906, 2.3262], [-1.8345, -0.3726, 4.9207], [1.0805, -2.5881, -0.8720], [-2.5367, -1.1941, 5.9922], [3.7120, 3.7135, -0.9465], [1.9717, -3.5332, -1.3619], [-1.2391, 2.5869, -2.7154], [2.4272, -5.7165, -2.3618], [-1.9519, 2.0360, -3.9441], [0.8535, 2.1885, 2.1630], [3.9055, 2.6836, -3.2337], [-0.3058, -2.8050, -0.9166], [-0.3550, 3.7699, -3.0890], [0.2079, -3.3982, 3.4023], [-4.2838, -0.1563, 1.4005], [-0.7626, -3.9918, -1.4969], [0.1214, -4.9445, -1.9782], [1.7830, 4.1001, 3.3568], [-3.9661, -1.3843, 2.2536], [1.3395, 0.5485, 3.4789], [-1.2745, -3.3425, 3.0378], [-0.0450, -1.2072, -4.3210], [1.5445, 2.7344, 3.2523], [1.5086, -4.7247, -1.9005], [-2.3775, 1.0496, 4.8116], [0.4037, 2.9944, 1.1207], [3.4804, 2.4633, -1.7867], [0.6448, 4.3478, 1.2215], [-1.2382, 1.7525, -4.7141], [-2.5475, 1.1618, -3.6776], [-3.5791, -1.3858, 5.7387], [-1.3961, -3.6692, 2.0019], [-3.0995, 3.5242, -2.1343], [0.3762, -3.0550, 4.4272], [-1.8510, 1.6231, 4.0432], [2.3162, 1.6851, 4.9496], [4.7770, 3.9380, -0.8881], [1.2919, -0.0905, -6.4537], [3.4027, -1.3721, -4.4307], [-2.2591, 1.5725, 5.7638], [-0.7689, -0.3200, 5.1635], [-4.3812, 0.7369, 2.0216], [1.4558, -0.4394, 3.8971], [3.3873, 3.5516, -3.6433], [-1.8344, -5.2520, 3.8519], [2.5415, 0.7530, -5.5232], [3.0369, -3.3437, -1.3127], [3.3213, 3.5592, 0.0611], [3.8838, 1.1033, -0.1584], [4.9806, 2.8492, -3.2988], [0.8005, -2.7813, 2.7189], [-1.8302, 3.6549, -0.9161], [-0.1481, -1.9066, -3.4928], [0.1897, 4.1313, -2.2161], [2.3095, 4.5248, 4.2012], [-2.6119, 2.7971, -4.3594], [-0.0902, 2.5564, 0.2627], [4.0327, 0.3730, -1.7743], [-2.5226, -0.6514, 6.9415], [2.3132, -2.1789, -5.5674], [0.8391, 1.2059, -5.3402], [5.2868, 1.4700, -1.1725], [-0.9766, 4.5746, -3.4812], [-2.6603, 2.1035, -1.1697], [-3.5049, 0.0259, 0.6586], [-2.0551, -3.9208, 4.9857], [2.2363, -2.5719, -3.8416], [-5.2247, -0.3023, 0.8654], [-4.7113, -2.4145, 4.0236], [-3.9537, -2.2737, 1.6209], [-2.0374, -2.1489, 6.1531], [-0.2798, -1.7240, -5.2514], [-1.8275, -4.1734, -1.5510], [1.4766, 5.9596, 2.3677], [0.5784, -4.4238, 3.3346], [-0.7606, -0.3964, -4.1737], [0.3170, 5.0136, 0.4337], [-3.1934, -4.1481, 3.6466], [-3.4416, 1.0520, 4.5662], [3.1908, 4.5606, -1.3933], [3.6459, 1.8069, -3.8288], [0.3757, 3.4818, -3.8479], [-5.9595, -1.7642, 2.9628], [-5.0446, -0.6737, 4.0007]], "total_charge": 1, "s2": 3.80, "homo_lumo_gap_ev": [7.61, 7.50], "multiplicity": 4, "homo_energy_ha": [-0.387, -0.385], "energy_ha": -4402.47233}

---

Record 2
{"formula": "C4H30NO10", "method": "ωB97M-V/def2-TZVPD", "symbols": ["O", "O", "O", "O", "O", "O", "O", "O", "O", "O", "N", "C", "C", "C", "C", "H", "H", "H", "H", "H", "H", "H", "H", "H", "H", "H", "H", "H", "H", "H", "H", "H", "H", "H", "H", "H", "H", "H", "H", "H", "H", "H", "H", "H", "H"], "xyz": [[1.6409, 2.8174, -2.2120], [0.0251, -0.7116, 2.6071], [3.6008, 1.1747, 0.7251], [0.3837, -1.3931, -3.4133], [1.9545, -3.6147, -2.0680], [1.3677, 2.8712, 1.7618], [-2.0066, 1.6374, 3.2974], [0.2503, -3.6304, 1.9269], [1.7640, -0.6224, -0.5860], [-2.3330, -0.6350, -3.4749], [-0.4204, 0.9130, 0.6469], [-2.2914, -0.7463, -0.1428], [-1.2983, -0.9110, 2.0859], [-1.6520, 0.0889, 0.9391], [-0.5364, 2.1198, -0.1830], [-3.3825, -0.6755, -0.0545], [3.0709, 1.0068, 1.5068], [2.3402, 0.1320, -0.7726], [-1.2289, 2.0922, -1.0303], [-2.4032, 0.8049, 1.2827], [-1.4764, 0.8839, 3.5676], [1.6542, 3.4016, 1.0091], [-0.8046, 3.0463, 0.3327], [-0.2367, -4.3980, 1.6286], [4.4709, 0.7717, 0.7218], [-0.1652, 1.3285, 1.5497], [-1.2954, -1.8636, 1.5661], [1.8016, 3.2903, 2.5151], [1.3387, -0.9313, -1.3947], [-3.2841, -0.7973, -3.4081], [0.9664, -3.7949, 2.5429], [-2.0668, -1.7951, -0.2326], [2.3809, 3.3996, -2.4253], [1.6530, 2.2034, -2.9557], [-2.3648, 0.1281, -4.0683], [0.2660, 0.2298, 0.3187], [-2.2065, -0.4245, -1.2082], [0.6628, -1.1262, 2.0126], [-1.9395, -0.8767, 2.9607], [-2.0074, 2.3214, 3.9692], [0.8236, -1.8473, -4.1469], [0.4598, 2.2862, -0.6083], [1.3541, -2.8892, -2.2938], [1.7123, -3.7058, -1.1363], [-0.5424, -1.5592, -3.6587]], "total_charge": 1, "homo_lumo_gap_ev": 11.04, "multiplicity": 1, "de_lowest_ev": 2.344, "homo_energy_ha": -0.493, "energy_ha": -977.30850}

---

Record 3
{"formula": "C7H11EuF4NO3", "method": "ωB97M-V/def2-TZVPD", "symbols": ["Eu", "F", "F", "F", "F", "O", "O", "O", "N", "C", "C", "C", "C", "C", "C", "C", "H", "H", "H", "H", "H", "H", "H", "H", "H", "H", "H"], "xyz": [[0.5261, 2.8576, 1.5779], [-0.2935, 0.9706, -2.2314], [0.6281, -1.7539, -3.3237], [1.7143, 0.1457, -3.4039], [-0.8208, -1.0117, -1.4431], [2.2862, 0.5211, 2.0562], [0.2620, 1.4376, 0.2625], [2.1303, -1.6008, 2.6067], [-2.8557, -0.2039, 0.4527], [0.8439, 0.2424, -0.3437], [1.2279, -0.8151, -2.6071], [-2.2549, 1.1210, 0.2749], [1.0081, -0.9249, 0.5932], [0.1727, -0.1426, -1.6587], [1.8541, -0.5862, 1.8054], [-0.9606, 1.2783, 1.0543], [2.0679, -1.2354, -2.0667], [0.0526, -1.2847, 0.9481], [1.4543, -1.7348, 0.0415], [-2.1608, -0.8921, 0.6870], [1.8389, 0.5405, -0.6345], [-3.2505, -0.4982, -0.4246], [-0.9287, 0.4962, 1.8196], [-2.1296, 1.4098, -0.7583], [-2.9502, 1.8259, 0.7073], [-1.0942, 2.2283, 1.6265], [1.6319, -2.3907, 2.3819]], "total_charge": 2, "s2": 15.76, "homo_lumo_gap_ev": [7.97, 8.12], "multiplicity": 8, "homo_energy_ha": [-0.607, -0.607], "energy_ha": -1662.86743}

---

Record 4
{"formula": "C5H14", "method": "ωB97M-V/def2-TZVPD", "symbols": ["C", "C", "C", "C", "C", "H", "H", "H", "H", "H", "H", "H", "H", "H", "H", "H", "H", "H", "H"], "xyz": [[0.7666, 0.3570, 1.3366], [1.8989, 0.3628, 2.3769], [0.2585, 1.7294, 0.9011], [-1.7093, -1.8900, -2.0266], [-1.1598, -0.5149, -2.4494], [-2.7973, -1.8863, -2.1108], [-0.2358, 1.6794, -0.0667], [-0.0759, -0.2045, 1.7355], [1.7493, -0.5044, 3.0400], [1.8607, 1.2000, 3.0809], [-1.4415, -2.0473, -0.9769], [-1.4690, 0.2276, -1.7281], [2.8828, 0.2963, 1.9321], [-1.2623, -2.7019, -2.6006], [-0.4210, 2.1178, 1.6595], [-0.0663, -0.5297, -2.3814], [1.1307, -0.2567, 0.5088], [-1.4595, -0.2777, -3.4663], [1.0965, 2.4308, 0.8364]], "total_charge": -1, "s2": 0.75, "homo_lumo_gap_ev": [2.68, 11.94], "multiplicity": 2, "de_lowest_ev": 0.170, "homo_energy_ha": [0.056, -0.283], "energy_ha": -198.82629}

---

Record 5
{"formula": "C5H10BrN2", "method": "ωB97M-V/def2-TZVPD", "symbols": ["Br", "N", "N", "C", "C", "C", "C", "C", "H", "H", "H", "H", "H", "H", "H", "H", "H", "H"], "xyz": [[-2.5960, -0.8630, 1.7332], [0.0711, -1.0008, -1.4204], [0.4354, 0.6121, 0.6561], [1.2466, 0.2888, -0.2637], [1.2373, -1.1807, -0.6576], [0.0056, 1.9654, 1.1356], [-1.4229, -1.0429, 0.2876], [-1.3095, -0.8216, -1.0534], [2.0477, -1.4776, -1.3486], [0.7399, 2.1433, 1.9051], [-0.5763, -1.6738, 0.6678], [-1.8986, -0.3224, -1.7858], [0.2556, -0.1750, 1.1946], [1.0675, -1.7307, 0.2225], [-1.0243, 1.8884, 1.5916], [0.1017, -0.3323, -2.2809], [1.5944, 0.9924, -0.9956], [0.0249, 2.7303, 0.4120]], "total_charge": 1, "smiles": "C/[NH+]=C/CN/C=C/Br", "homo_lumo_gap_ev": 8.87, "multiplicity": 1, "de_lowest_ev": 3.963, "homo_energy_ha": -0.464, "energy_ha": -2879.66968}

---

Record 6
{"formula": "C4H10N2O", "method": "ωB97M-V/def2-TZVPD", "symbols": ["O", "N", "N", "C", "C", "C", "C", "H", "H", "H", "H", "H", "H", "H", "H", "H", "H"], "xyz": [[-0.9153, -0.9661, -2.2701], [1.3254, -0.1161, -2.0962], [-0.0991, -0.0063, 0.3050], [0.1767, -0.5518, -2.1559], [1.2043, 0.1038, 0.9210], [-0.7915, 1.2673, 0.2116], [-0.9461, -0.9926, 0.9503], [-0.4597, -1.9735, 0.9544], [1.6315, -0.8957, 1.0646], [-1.0346, 1.6933, 1.2035], [-1.2025, -0.7244, 1.9919], [1.8341, -0.1243, -2.9692], [-0.1860, 1.9912, -0.3435], [1.9043, 0.6381, 0.2668], [-1.7377, 1.1362, -0.3283], [-1.8846, -1.0936, 0.3938], [1.1808, 0.6147, 1.9004]], "smiles": "CN(C)C.N=C=O", "homo_lumo_gap_ev": 9.50, "multiplicity": 1, "de_lowest_ev": 1.625, "homo_energy_ha": -0.317, "energy_ha": -343.14175}